No. 1
{
  "formula": "C37H50N9PtS",
  "method": "ωB97M-V with the def2-TZVPD basis set",
  "multiplicity": 1,
  "total_charge": 1,
  "energy_ha": -2449.8779,
  "elements": ["Pt", "C", "C", "N", "N", "C", "N", "S", "C", "C", "C", "C", "C", "N", "H", "H", "H", "H", "H", "H", "H", "H", "H", "C", "C", "C", "C", "C", "C", "N", "C", "C", "C", "C", "C", "C", "H", "H", "H", "H", "H", "H", "H", "H", "H", "H", "C", "N", "C", "C", "N", "N", "C", "C", "H", "H", "H", "H", "H", "H", "H", "H", "H", "H", "H", "H", "H", "C", "C", "C", "C", "C", "C", "C", "C", "N", "C", "C", "C", "C", "H", "H", "H", "H", "H", "H", "H", "H", "H", "H", "H", "H", "H", "H", "H", "H", "H", "H"],
  "positions_angstrom": [[0.7076, -0.0128, 0.2382], [4.7844, 1.3819, -1.1518], [3.3902, 0.8516, -1.0351], [2.8776, 0.5513, 0.1187], [3.6298, 0.6833, 1.2033], [3.0906, 0.5573, 2.3877], [3.9071, 0.6577, 3.4521], [1.4179, 0.3514, 2.7253], [2.5976, 0.6483, -2.2336], [3.0907, 0.9997, -3.5015], [2.3168, 0.7719, -4.6227], [1.0654, 0.1934, -4.4670], [0.6600, -0.1542, -3.1867], [1.3900, 0.0691, -2.1052], [5.2090, 1.4648, -0.1551], [4.7681, 2.3647, -1.6184], [5.4001, 0.7119, -1.7500], [4.9033, 0.7108, 3.3215], [3.5347, 0.5549, 4.3791], [4.0657, 1.4432, -3.6101], [2.6856, 1.0347, -5.6021], [0.4303, 0.0057, -5.3153], [-0.2928, -0.6449, -3.0287], [-3.6788, -1.9140, -2.6769], [-4.0910, -0.6401, -2.3125], [-3.3623, 0.1012, -1.4099], [-2.1906, -0.4233, -0.8210], [-1.7205, -1.6564, -1.3114], [-2.4684, -2.3995, -2.1966], [-1.5111, 0.1914, 0.1941], [-2.2064, 0.9661, 1.0774], [-1.5487, 1.9123, 1.8928], [-2.2581, 2.7653, 2.7081], [-3.6432, 2.6891, 2.7883], [-4.2992, 1.6780, 2.1000], [-3.6000, 0.8202, 1.2803], [-4.2785, -2.5076, -3.3476], [-5.0016, -0.2296, -2.7218], [-3.6826, 1.1030, -1.1629], [-0.7729, -2.0209, -0.9432], [-2.1136, -3.3703, -2.5118], [-0.4725, 1.9676, 1.8551], [-1.7345, 3.4969, 3.3066], [-4.1944, 3.3874, 3.3998], [-5.3671, 1.5527, 2.2140], [-4.1154, -0.0050, 0.8063], [0.6484, 3.8749, -2.9791], [-0.1600, 3.6046, -1.8058], [-1.1635, 2.5807, -1.9751], [0.5330, 3.5538, -0.5881], [0.8769, 2.4439, -0.0362], [0.7766, 4.7758, -0.0436], [0.0536, 5.9566, -0.4690], [1.3832, 4.8815, 1.2663], [1.2434, 3.0064, -3.2859], [1.3236, 4.7030, -2.7727], [-0.0084, 4.1470, -3.8055], [-1.7181, 2.7832, -2.8887], [-1.8454, 2.6461, -1.1320], [-0.7494, 1.5712, -2.0246], [1.3405, 2.5852, 0.8563], [-0.5220, 5.7296, -1.3594], [0.7516, 6.7658, -0.6863], [-0.6308, 6.2820, 0.3187], [0.7040, 4.5384, 2.0563], [1.6286, 5.9243, 1.4530], [2.3082, 4.3055, 1.3171], [-2.9820, -1.4729, 3.6651], [-2.1891, -2.4280, 2.8289], [-2.5703, -3.7701, 2.7504], [-1.8047, -4.6746, 2.0222], [-2.1547, -6.1289, 1.9782], [-0.6842, -4.2415, 1.3460], [-0.2714, -2.8801, 1.3660], [-1.0686, -2.0073, 2.1536], [0.7752, -2.3579, 0.7059], [1.8071, -3.2239, 0.1666], [2.9926, -2.3934, -0.3252], [1.3058, -4.0256, -1.0583], [2.3652, -4.1341, 1.2802], [-3.0391, -1.8319, 4.6913], [-3.9985, -1.3847, 3.2854], [-2.5219, -0.4890, 3.6634], [-3.4551, -4.1049, 3.2690], [-3.1028, -6.3212, 2.4690], [-1.3805, -6.7045, 2.4848], [-2.2155, -6.4806, 0.9501], [-0.1520, -4.9820, 0.7769], [-0.7395, -0.9841, 2.2614], [2.6751, -1.7027, -1.1000], [3.7468, -3.0549, -0.7462], [3.4450, -1.8448, 0.4955], [1.4139, -3.4259, -1.9600], [0.2624, -4.3066, -0.9803], [1.8971, -4.9290, -1.1738], [2.7135, -3.5066, 2.0982], [3.2074, -4.7007, 0.8938], [1.6344, -4.8291, 1.6755]],
  "forces_ev_per_a": [[0.573, 1.071, -0.564], [-0.122, -0.045, 0.334], [0.302, 0.043, 0.845], [-1.960, -0.967, -0.629], [1.230, 0.158, 0.790], [0.057, 0.070, -0.706], [-0.096, -0.047, 0.021], [-1.300, -0.345, -0.977], [-0.159, -0.050, -0.746], [-0.148, -0.177, 0.569], [-0.341, -0.182, 0.065], [0.441, 0.073, 0.124], [-0.421, -0.176, -0.280], [-0.436, 0.071, 0.806], [0.060, 0.033, -0.170], [0.062, 0.085, -0.094], [0.033, -0.004, -0.092], [-0.049, 0.048, -0.073], [0.039, -0.040, -0.009], [0.106, 0.043, 0.105], [0.027, 0.055, -0.082], [-0.145, -0.099, -0.054], [-0.079, 0.055, 0.058], [0.157, -0.209, -0.101], [0.059, -0.158, 0.013], [0.476, 0.191, -0.088], [-0.009, -1.000, -0.798], [-0.045, 0.372, 0.320], [-0.348, -0.002, -0.438], [2.419, -0.308, -0.319], [-0.120, 0.859, 1.349], [-0.056, -0.371, -0.530], [-0.431, 0.079, 0.263], [0.104, 0.087, 0.086], [0.089, 0.176, 0.080], [0.367, -0.320, -0.019], [-0.055, -0.083, -0.090], [-0.074, 0.065, -0.071], [-0.072, -0.058, 0.102], [-0.074, -0.154, 0.024], [0.046, -0.090, -0.043], [-0.118, 0.097, 0.010], [0.099, 0.075, 0.032], [-0.037, 0.006, 0.083], [-0.052, -0.031, -0.006], [-0.028, 0.152, 0.013], [0.066, 0.028, 0.048], [0.017, -0.189, 0.091], [-0.029, -0.125, 0.045], [-0.466, 0.678, -0.319], [0.326, -1.046, 0.569], [0.139, -0.227, 0.022], [-0.133, 0.301, -0.190], [0.140, -0.113, 0.061], [0.028, -0.012, 0.009], [0.045, 0.069, -0.078], [0.032, 0.062, 0.001], [-0.040, 0.026, -0.066], [-0.131, -0.201, 0.046], [-0.106, 0.022, -0.006], [-0.166, 0.105, 0.009], [0.004, 0.091, 0.073], [-0.004, 0.041, 0.027], [0.013, 0.015, 0.003], [0.028, -0.009, -0.032], [0.027, -0.025, 0.002], [0.045, 0.012, 0.033], [0.019, -0.018, 0.090], [-0.115, -0.171, 0.087], [0.317, 0.292, -0.192], [0.056, 0.041, 0.206], [0.035, -0.075, 0.014], [-0.089, 0.249, -0.490], [-1.403, 0.120, -0.015], [0.364, -0.032, 0.252], [1.389, 1.556, 1.865], [0.210, -0.108, -1.633], [-0.071, -0.155, 0.201], [0.105, 0.000, 0.136], [-0.249, 0.269, 0.204], [-0.037, 0.007, 0.098], [-0.065, 0.069, 0.013], [-0.059, 0.139, 0.033], [-0.150, -0.074, 0.078], [-0.105, -0.070, 0.035], [-0.026, -0.128, 0.018], [-0.029, -0.077, -0.049], [0.105, -0.028, -0.018], [-0.252, -0.092, -0.103], [0.009, -0.071, -0.037], [0.035, -0.089, -0.060], [0.069, 0.067, 0.088], [0.013, 0.052, -0.121], [-0.093, -0.045, -0.021], [0.079, -0.149, -0.148], [0.043, 0.008, 0.112], [0.090, 0.005, -0.137], [0.000, -0.042, 0.028]]
}


No. 2
{
  "formula": "C37H51AsBrNO4PdS3Si3",
  "method": "ωB97M-V with the def2-TZVPD basis set",
  "multiplicity": 1,
  "total_charge": 2,
  "energy_ha": -8796.4092,
  "elements": ["Pd", "C", "C", "C", "C", "C", "Br", "N", "C", "H", "H", "H", "H", "H", "H", "C", "O", "C", "C", "C", "C", "C", "C", "O", "C", "O", "C", "H", "H", "H", "H", "H", "H", "H", "H", "H", "C", "Si", "C", "C", "As", "Si", "C", "C", "C", "Si", "C", "C", "C", "H", "H", "H", "H", "H", "H", "H", "H", "H", "H", "H", "H", "H", "H", "H", "H", "H", "H", "H", "H", "H", "H", "H", "H", "H", "H", "H", "O", "C", "C", "C", "C", "C", "S", "C", "C", "C", "C", "S", "C", "C", "C", "C", "S", "H", "H", "H", "H", "H", "H", "H", "H", "H"],
  "positions_angstrom": [[-0.5592, 0.3607, 0.1616], [-0.3144, 0.4295, 5.7043], [0.1340, -0.2749, 4.4554], [1.1114, -1.2676, 4.4724], [1.5388, -1.8555, 3.2939], [0.9331, -1.4445, 2.1232], [1.4357, -2.0691, 0.4468], [-0.0268, -0.5298, 2.0785], [-0.3978, 0.0623, 3.2275], [-0.4808, -0.2796, 6.5144], [-1.2360, 0.9859, 5.5393], [0.4491, 1.1373, 6.0331], [1.5575, -1.5686, 5.4130], [2.3194, -2.6008, 3.2750], [-1.1389, 0.8415, 3.1475], [4.6044, -0.5493, -4.3162], [3.9277, 0.6707, -4.6389], [2.7421, 0.8961, -4.0722], [2.0970, 2.0847, -4.4930], [0.8524, 2.4626, -3.9808], [0.2200, 1.7113, -3.0240], [-1.0779, 2.1211, -2.4214], [-2.0518, 2.9316, -3.2215], [-1.4108, 1.7568, -1.2950], [0.8536, 0.4689, -2.6001], [0.2578, -0.3173, -1.8343], [2.1319, 0.0933, -3.1438], [5.5437, -0.5204, -4.8562], [4.0153, -1.4081, -4.6417], [4.7963, -0.6110, -3.2434], [2.6010, 2.6957, -5.2309], [0.4117, 3.3852, -4.3298], [-1.5875, 3.5955, -3.9453], [-2.6862, 3.4957, -2.5448], [-2.6728, 2.2231, -3.7790], [2.5462, -0.8488, -2.8199], [-1.2123, -3.1298, -2.2690], [-2.6984, -2.0788, -1.9540], [-2.7837, -0.6330, -3.1127], [-4.2715, -3.0497, -2.0583], [-2.4559, -1.1979, 0.3000], [-2.6317, -3.1244, 1.7771], [-4.1019, -4.0632, 1.1504], [-2.9384, -2.5697, 3.5151], [-1.0978, -4.1430, 1.6217], [-4.3482, 0.2650, 0.8161], [-4.3123, 1.7675, -0.2525], [-4.2635, 0.7636, 2.5955], [-5.8621, -0.7425, 0.4719], [-1.1809, -3.3666, -3.3375], [-1.2460, -4.0727, -1.7212], [-0.2956, -2.6010, -2.0155], [-3.2716, -0.9534, -4.0371], [-1.7784, -0.2934, -3.3560], [-3.3470, 0.2031, -2.6984], [-4.5187, -3.1550, -3.1195], [-5.1129, -2.5618, -1.5715], [-4.1670, -4.0509, -1.6445], [-4.8466, -3.4584, 0.6429], [-4.5822, -4.5246, 2.0179], [-3.7973, -4.8595, 0.4707], [-3.9966, -2.3516, 3.6714], [-2.3520, -1.7059, 3.8281], [-2.6743, -3.4058, 4.1708], [-0.6670, -4.1058, 0.6229], [-1.3603, -5.1839, 1.8354], [-0.3325, -3.8387, 2.3369], [-3.3581, 2.2914, -0.2178], [-5.0919, 2.4465, 0.1077], [-4.5287, 1.5299, -1.2957], [-3.4542, 1.4717, 2.7723], [-4.1604, -0.0773, 3.2805], [-5.1979, 1.2798, 2.8360], [-5.9834, -0.9175, -0.5973], [-6.7327, -0.1738, 0.8143], [-5.8768, -1.6992, 0.9900], [0.9989, 1.4825, 0.9768], [1.4046, 2.8314, 0.9668], [2.6231, 2.9302, 0.0480], [3.4129, 3.9944, -0.2549], [4.4938, 3.6464, -1.1173], [4.5136, 2.3204, -1.4254], [3.2290, 1.4909, -0.6699], [1.8731, 3.1437, 2.3861], [2.5955, 2.2990, 3.1743], [2.9961, 2.8993, 4.4011], [2.5677, 4.1870, 4.5075], [1.6677, 4.6690, 3.1386], [0.3004, 3.7889, 0.5768], [-0.8587, 3.9782, 1.2716], [-1.6991, 4.9738, 0.7013], [-1.1475, 5.5288, -0.4123], [0.3761, 4.8442, -0.7719], [3.2385, 4.9915, 0.1259], [5.2327, 4.3496, -1.4733], [5.2344, 1.7957, -2.0322], [2.8622, 1.2984, 2.8613], [3.5810, 2.4037, 5.1629], [2.7299, 4.8790, 5.3182], [-1.0790, 3.4519, 2.1914], [-2.6488, 5.2810, 1.1159], [-1.5438, 6.3219, -1.0272]],
  "forces_ev_per_a": [[0.316, 0.285, 2.229], [0.056, -0.008, -0.020], [-0.015, 0.027, 0.105], [0.105, -0.048, -0.017], [-0.093, 0.069, 0.169], [-0.156, 0.278, -0.321], [0.598, -0.535, -0.187], [-0.261, 0.291, -0.317], [-0.027, -0.066, -0.341], [-0.005, -0.004, -0.003], [0.003, -0.008, -0.008], [-0.001, -0.007, -0.018], [0.001, 0.006, -0.011], [-0.002, -0.021, -0.013], [-0.123, 0.063, -0.072], [-0.010, -0.007, 0.023], [-0.097, -0.024, 0.069], [0.188, 0.459, -0.623], [0.160, -0.507, 0.215], [-0.175, 0.126, 0.088], [-0.040, 0.373, 0.051], [-0.007, -0.053, 0.236], [0.105, -0.013, -0.029], [0.273, -0.294, -0.107], [-0.284, -0.306, 0.485], [0.119, 0.034, -0.550], [0.174, 0.066, 0.285], [-0.005, 0.005, -0.011], [0.004, -0.005, -0.013], [0.028, 0.006, 0.014], [0.004, 0.020, 0.004], [0.053, 0.021, -0.002], [0.015, 0.006, 0.045], [-0.031, 0.022, 0.046], [0.015, 0.022, -0.004], [-0.018, -0.041, 0.059], [0.151, -0.131, -0.160], [-0.223, 0.110, 0.668], [0.034, 0.163, -0.150], [-0.093, -0.144, -0.183], [-0.417, 0.341, -0.685], [0.126, 0.350, -0.248], [-0.097, -0.155, -0.036], [-0.023, 0.088, 0.219], [0.173, -0.176, 0.061], [0.250, -0.477, -0.129], [0.053, 0.237, -0.199], [0.061, 0.014, 0.192], [-0.239, 0.036, 0.014], [0.022, -0.056, 0.025], [-0.005, 0.015, -0.001], [0.041, -0.038, 0.014], [0.022, 0.036, 0.002], [0.006, 0.045, -0.075], [-0.041, -0.026, -0.011], [-0.034, -0.044, 0.032], [-0.025, -0.008, -0.029], [-0.019, -0.007, -0.003], [-0.056, 0.015, 0.013], [-0.011, -0.060, -0.042], [-0.012, -0.025, 0.010], [0.027, 0.017, 0.028], [0.023, -0.025, -0.008], [-0.045, 0.025, 0.025], [-0.012, -0.056, -0.017], [0.023, 0.029, 0.029], [-0.002, -0.038, -0.027], [-0.062, 0.032, 0.088], [-0.011, -0.023, -0.045], [-0.040, 0.029, 0.004], [0.089, 0.034, 0.050], [0.005, 0.040, 0.011], [0.015, -0.014, 0.018], [-0.054, -0.001, 0.015], [-0.007, -0.029, -0.043], [-0.026, -0.009, 0.036], [-0.060, 0.355, -0.535], [0.204, -0.549, -0.131], [-0.219, 0.688, 0.195], [-0.297, -0.067, -0.013], [0.138, -0.078, -0.176], [-0.001, 0.107, -0.201], [-0.143, -0.448, 0.182], [-0.050, -0.157, -0.121], [0.198, -0.047, 0.151], [-0.034, -0.100, -0.076], [-0.001, 0.004, 0.018], [-0.025, 0.147, -0.019], [-0.062, -0.049, 0.030], [-0.075, -0.030, -0.043], [0.035, -0.060, -0.009], [-0.138, -0.016, -0.086], [0.028, 0.016, -0.168], [0.041, -0.024, 0.017], [0.037, -0.001, 0.054], [0.017, 0.009, 0.012], [-0.035, -0.015, 0.027], [0.005, -0.004, -0.017], [-0.011, -0.011, 0.008], [-0.007, -0.013, -0.032], [0.020, 0.005, -0.004], [0.000, -0.008, 0.017]]
}